*a*
{
  "formula": "C4H12IN2",
  "method": "the ωB97M-V functional and the def2-TZVPD basis",
  "species": ["C", "C", "C", "C", "N", "N", "I", "H", "H", "H", "H", "H", "H", "H", "H", "H", "H", "H", "H"],
  "xyz": [[-1.61, 2.28, -0.14], [1.11, -1.66, -0.80], [0.64, -0.76, 1.46], [-0.28, 0.34, -0.60], [-1.29, 0.88, 0.17], [0.19, -0.95, 0.10], [-3.21, -0.28, 0.01], [-2.35, 2.75, 0.45], [-0.73, 2.89, 0.19], [-1.97, 2.52, -1.09], [2.06, -1.14, -0.73], [1.26, -2.63, -0.26], [0.53, -1.77, -1.71], [1.54, -0.24, 1.59], [-0.07, -0.53, 2.29], [0.89, -1.87, 1.77], [-0.57, -0.08, -1.64], [0.55, 1.09, -0.80], [-0.64, -1.51, 0.33]],
  "mulliken_charge": [-1.011, -0.819, -0.985, -0.396, -0.532, 0.103, 0.174, 0.380, 0.364, 0.437, 0.352, 0.347, 0.393, 0.409, 0.302, 0.398, 0.277, 0.488, 0.318],
  "e_lumo_ha": -0.176,
  "total_charge": 1,
  "homo_lumo_gap_ev": 8.5,
  "spin_multiplicity": 1,
  "e_homo_ev": -13.31,
  "smiles": "CN(I)C[NH+](C)C"
}

***

*b*
{
  "formula": "C4H12IN2",
  "method": "the ωB97M-V functional and the def2-TZVPD basis",
  "species": ["C", "C", "C", "C", "N", "N", "I", "H", "H", "H", "H", "H", "H", "H", "H", "H", "H", "H", "H"],
  "xyz": [[1.23, 1.06, 1.80], [0.85, 1.40, -1.07], [0.79, -1.04, -1.13], [-2.49, -1.23, 1.23], [0.99, -0.03, 0.85], [0.97, 0.16, -0.33], [-2.68, 0.31, -0.24], [1.51, 1.92, 1.26], [0.28, 1.17, 2.33], [1.99, 0.73, 2.57], [0.65, 1.11, -2.20], [0.08, 1.89, -0.55], [1.71, 2.09, -0.92], [1.54, -1.12, -1.93], [0.86, -1.90, -0.54], [-0.23, -0.96, -1.63], [-3.52, -1.48, 1.43], [-1.79, -0.84, 1.97], [-1.91, -1.98, 0.57]],
  "mulliken_charge": [-0.699, -0.899, -0.903, -0.711, -0.438, 0.736, 0.002, 0.321, 0.314, 0.327, 0.288, 0.476, 0.353, 0.378, 0.322, 0.353, 0.344, 0.214, 0.223],
  "e_lumo_ha": -0.180,
  "total_charge": 1,
  "homo_lumo_gap_ev": 8.0,
  "spin_multiplicity": 1,
  "e_homo_ev": -12.85
}

***

Each structure's energy above the most stable one, in kcal/mol: *a* 0.0; *b* 6.5.

***

*a*
{
  "formula": "C6H12O",
  "method": "the ωB97M-V functional and the def2-TZVPD basis",
  "species": ["C", "C", "C", "C", "C", "C", "H", "H", "H", "H", "H", "H", "H", "H", "H", "H", "H", "H", "O"],
  "xyz": [[-1.04, 2.03, 0.10], [-0.15, 0.82, 0.14], [-0.65, -0.46, 0.45], [-1.91, -0.69, 1.14], [2.07, 0.14, 1.04], [1.27, 0.89, 0.26], [-0.48, 2.86, -0.33], [-1.36, 2.29, 1.11], [-1.90, 1.89, -0.55], [0.00, -1.27, 0.15], [-2.62, -1.11, 0.39], [-2.32, 0.06, 1.81], [-1.84, -1.59, 1.78], [1.70, -0.44, 1.88], [3.09, -0.04, 0.73], [1.76, 1.75, -0.23], [1.01, -2.77, -2.77], [1.74, -1.70, -3.61], [1.62, -2.66, -3.49]],
  "mulliken_charge": [-1.248, 1.001, -0.292, -1.207, -0.686, -0.378, 0.415, 0.342, 0.349, 0.571, 0.343, 0.364, 0.399, 0.361, 0.310, 0.354, 0.296, 0.315, -0.608],
  "e_lumo_ha": [-0.199, -0.283],
  "total_charge": 1,
  "s_squared": 0.783,
  "homo_lumo_gap_ev": [8.8, 6.5],
  "spin_multiplicity": 2,
  "e_homo_ev": [-14.22, -14.22]
}

***

*b*
{
  "formula": "C6H12O",
  "method": "the ωB97M-V functional and the def2-TZVPD basis",
  "species": ["C", "C", "C", "C", "C", "C", "H", "H", "H", "H", "H", "H", "H", "H", "H", "H", "H", "H", "O"],
  "xyz": [[-0.26, 1.90, -1.15], [0.59, 0.67, -0.83], [-0.15, -0.51, -0.28], [0.17, -0.98, 1.02], [-1.39, -2.31, -1.38], [-1.39, -1.08, -0.88], [0.36, 2.76, -1.40], [-0.81, 2.12, -0.23], [-1.01, 1.81, -1.93], [1.20, 1.03, 0.02], [1.38, 0.27, -1.48], [-0.42, -1.76, 1.48], [0.98, -0.52, 1.57], [-2.31, -2.69, -1.80], [-0.49, -2.90, -1.43], [-2.20, -0.37, -0.74], [1.25, 1.18, 2.21], [1.52, 1.33, 3.64], [1.95, 1.48, 2.78]],
  "mulliken_charge": [-1.286, -0.237, 0.603, -0.782, -0.653, -0.168, 0.380, 0.393, 0.345, 0.241, 0.386, 0.327, 0.435, 0.300, 0.299, 0.383, 0.265, 0.352, -0.585],
  "e_lumo_ha": [-0.182, -0.323],
  "total_charge": 1,
  "s_squared": 0.757,
  "homo_lumo_gap_ev": [10.2, 6.4],
  "spin_multiplicity": 2,
  "e_homo_ev": [-15.17, -15.17]
}

***

Each structure's energy above the most stable one, in kcal/mol: *a* 0.0; *b* 16.4.

***

*a*
{
  "formula": "CH4N4",
  "method": "the ωB97M-V functional and the def2-TZVPD basis",
  "species": ["C", "N", "N", "N", "N", "H", "H", "H", "H"],
  "xyz": [[1.11, -0.86, -0.03], [2.18, -0.06, -0.02], [1.32, 1.12, 0.03], [0.25, 0.16, 0.35], [-0.99, 0.32, -0.19], [0.86, -1.84, -0.29], [1.64, 1.84, 0.71], [-1.52, -0.03, 0.54], [-1.02, 0.00, -1.16]],
  "mulliken_charge": [0.032, -0.525, -0.229, 0.140, -0.524, 0.378, 0.238, 0.257, 0.234],
  "e_lumo_ha": 0.035,
  "homo_lumo_gap_ev": 10.4,
  "spin_multiplicity": 1,
  "e_homo_ev": -9.50
}

***

*b*
{
  "formula": "CH4N4",
  "method": "the ωB97M-V functional and the def2-TZVPD basis",
  "species": ["C", "N", "N", "N", "N", "H", "H", "H", "H"],
  "xyz": [[-0.18, 0.87, -0.34], [1.23, 0.83, 0.06], [1.72, -0.25, 0.08], [-0.85, -0.37, -0.02], [0.15, -1.34, -0.22], [-0.76, 1.54, 0.37], [-0.24, 1.10, -1.39], [-1.13, -0.31, 0.93], [0.05, -2.05, 0.52]],
  "mulliken_charge": [-0.285, -0.011, -0.115, -0.175, -0.473, 0.309, 0.262, 0.257, 0.232],
  "e_lumo_ha": [0.032, 0.032],
  "homo_lumo_gap_ev": [9.4, 9.4],
  "spin_multiplicity": 1,
  "e_homo_ev": [-8.53, -8.53]
}

***

Each structure's energy above the most stable one, in kcal/mol: *a* 15.0; *b* 0.0.

***

*a*
{
  "formula": "C4H4OS",
  "method": "the ωB97M-V functional and the def2-TZVPD basis",
  "species": ["C", "C", "C", "C", "O", "S", "H", "H", "H", "H"],
  "xyz": [[-0.78, 0.80, 1.39], [0.26, -0.08, 0.97], [-1.55, 1.52, 0.54], [0.12, -0.50, -0.51], [1.09, -0.64, 1.67], [-2.20, 2.78, -0.14], [-0.96, 0.85, 2.38], [1.07, -1.03, -0.81], [-0.20, 0.38, -1.17], [-0.69, -1.17, -0.55]],
  "mulliken_charge": [-0.129, 0.650, -0.168, -0.931, -0.572, -0.237, 0.489, 0.270, 0.291, 0.335],
  "e_lumo_ha": -0.036,
  "homo_lumo_gap_ev": 8.2,
  "spin_multiplicity": 1,
  "e_homo_ev": -9.23,
  "smiles": "CC(=O)C=C=S"
}

***

*b*
{
  "formula": "C4H4OS",
  "method": "the ωB97M-V functional and the def2-TZVPD basis",
  "species": ["C", "C", "C", "C", "H", "H", "H", "H", "O", "S"],
  "xyz": [[1.03, 1.22, -1.45], [0.33, 0.18, -0.59], [-0.40, -0.61, 0.06], [-1.28, -1.20, 1.18], [2.14, 1.00, -1.58], [0.90, 2.24, -1.00], [0.49, 1.13, -2.38], [0.20, -0.84, 2.31], [-0.80, -1.05, 2.42], [-2.62, -2.08, 1.03]],
  "mulliken_charge": [-0.897, 0.556, -0.408, 0.302, 0.279, 0.261, 0.262, 0.347, -0.419, -0.282],
  "e_lumo_ha": -0.007,
  "homo_lumo_gap_ev": 8.7,
  "spin_multiplicity": 1,
  "e_homo_ev": -8.85,
  "smiles": "CC#CC(O)=S"
}

***

*c*
{
  "formula": "C4H4OS",
  "method": "the ωB97M-V functional and the def2-TZVPD basis",
  "species": ["C", "C", "C", "C", "O", "S", "H", "H", "H", "H"],
  "xyz": [[-0.61, -0.88, 0.06], [-1.22, 0.20, -0.59], [0.53, -0.80, 0.73], [1.00, 1.33, 0.05], [0.78, 0.55, 1.11], [-0.30, 1.51, -1.04], [-1.16, -1.79, -0.07], [-2.24, 0.08, -0.77], [1.33, -1.55, 1.00], [1.88, 1.35, -0.48]],
  "mulliken_charge": [-0.073, -0.388, -0.398, -0.232, -0.337, -0.067, 0.343, 0.424, 0.327, 0.402],
  "e_lumo_ha": [-0.005, -0.010],
  "homo_lumo_gap_ev": [7.5, 7.4],
  "spin_multiplicity": 1,
  "e_homo_ev": [-7.59, -7.72]
}

***

Each structure's energy above the most stable one, in kcal/mol: *a* 0.0; *b* 19.1; *c* 45.7.

***

*a*
{
  "formula": "C3H5NS3",
  "method": "the ωB97M-V functional and the def2-TZVPD basis",
  "species": ["C", "C", "C", "H", "H", "H", "H", "H", "N", "S", "S", "S"],
  "xyz": [[-1.69, 0.36, -0.16], [-0.62, -0.71, -0.15], [1.74, -0.09, 0.33], [0.00, 1.61, 0.45], [-0.48, -0.94, 0.96], [-1.11, -1.57, -0.54], [0.93, -0.13, -1.41], [1.69, -0.32, 1.34], [0.74, -0.39, -0.50], [-1.25, 1.97, -0.12], [-3.16, -0.25, -0.05], [3.22, 0.45, -0.14]],
  "mulliken_charge": [0.384, -0.692, -0.222, 0.165, 0.277, 0.435, 0.200, 0.348, -0.147, -0.172, -0.266, -0.310],
  "e_lumo_ha": -0.024,
  "homo_lumo_gap_ev": 8.2,
  "spin_multiplicity": 1,
  "e_homo_ev": -8.84,
  "smiles": "S=CNCC(=S)S"
}

***

*b*
{
  "formula": "C3H5NS3",
  "method": "the ωB97M-V functional and the def2-TZVPD basis",
  "species": ["C", "C", "C", "N", "S", "S", "S", "H", "H", "H", "H", "H"],
  "xyz": [[-0.82, 1.15, -0.08], [0.98, -0.57, 0.56], [1.67, 0.56, -0.12], [0.25, 0.42, -0.15], [-1.15, 2.65, -0.52], [-1.99, -1.91, -0.18], [-2.40, -0.10, 0.61], [1.00, -1.56, 0.12], [0.90, -0.57, 1.65], [2.08, 1.37, 0.47], [2.18, 0.38, -1.06], [-2.71, -1.80, -1.31]],
  "mulliken_charge": [0.342, -0.515, -0.311, -0.057, -0.303, -0.199, -0.107, 0.247, 0.249, 0.261, 0.223, 0.169],
  "e_lumo_ha": 0.014,
  "homo_lumo_gap_ev": 8.7,
  "spin_multiplicity": 1,
  "e_homo_ev": -8.28,
  "smiles": "S=C(SS)N1CC1"
}

***

Each structure's energy above the most stable one, in kcal/mol: *a* 0.0; *b* 13.3.

***

*a*
{
  "formula": "H37O18",
  "method": "the ωB97M-V functional and the def2-TZVPD basis",
  "species": ["O", "H", "H", "O", "H", "O", "H", "H", "O", "H", "H", "O", "H", "H", "O", "H", "H", "O", "H", "H", "O", "H", "H", "O", "H", "H", "O", "H", "H", "O", "H", "H", "O", "H", "H", "O", "H", "H", "O", "H", "H", "O", "H", "H", "O", "H", "H", "O", "H", "H", "O", "H", "H", "H", "H"],
  "xyz": [[1.35, -4.45, 1.54], [1.38, 3.58, 2.74], [1.96, 3.24, -4.65], [2.12, 2.48, -4.11], [1.85, -4.07, 2.21], [-3.24, -1.11, 1.19], [-3.05, -0.41, 0.58], [-4.20, -0.90, 1.27], [-1.19, 4.41, -0.36], [-1.81, 4.79, -1.01], [-0.47, 4.99, -0.23], [0.81, -2.64, 4.68], [1.40, -3.00, 5.21], [0.16, -1.97, 4.95], [-0.32, 1.37, 1.19], [-0.29, 2.27, 1.34], [0.35, 1.20, 0.45], [-1.04, -2.46, 0.57], [-0.19, -3.68, 3.02], [-0.97, -2.78, 1.56], [1.59, 1.30, -0.65], [2.47, 0.95, -0.68], [1.79, 2.12, -1.13], [0.78, -0.84, -5.07], [0.22, -1.60, -5.23], [1.60, -4.93, 0.78], [-1.15, -3.36, 2.92], [-2.01, -2.17, 0.48], [-1.05, -2.92, 3.71], [-0.37, 2.21, -2.76], [0.34, 1.67, -2.51], [0.03, 2.83, -3.55], [-3.71, -1.42, -4.24], [-4.15, -2.08, -3.97], [-3.78, -1.47, -5.16], [0.48, 3.70, 2.58], [0.65, -0.29, -4.37], [0.08, 4.01, 3.46], [3.59, -3.01, -3.61], [3.18, -2.39, -4.13], [2.95, -3.23, -2.95], [3.89, 0.32, 1.25], [4.54, 0.65, 0.83], [3.34, 1.04, 1.44], [-0.92, 0.09, -0.87], [-0.36, -0.14, -1.63], [-1.24, 0.86, -0.90], [-0.89, -0.47, 3.65], [-1.28, -1.13, 3.07], [-0.73, 0.13, 2.78], [-2.06, 2.64, 3.06], [-2.66, 3.13, 3.14], [-1.99, 2.45, 2.19], [-0.68, -1.46, 0.59], [2.87, 1.97, -4.66]],
  "mulliken_charge": [-0.605, 0.267, 0.306, -0.630, 0.304, -0.666, 0.258, 0.325, -0.553, 0.275, 0.284, -0.579, 0.241, 0.298, -0.297, 0.123, 0.338, -0.376, 0.381, 0.476, -0.571, 0.232, 0.302, -0.617, 0.306, 0.280, -0.606, 0.572, 0.308, -0.548, 0.214, 0.312, -0.543, 0.252, 0.298, -0.599, 0.307, 0.309, -0.601, 0.319, 0.289, -0.571, 0.268, 0.301, -0.362, 0.080, 0.228, -0.638, 0.404, 0.309, -0.407, 0.199, 0.179, 0.297, 0.329],
  "e_lumo_ha": -0.097,
  "total_charge": 1,
  "homo_lumo_gap_ev": 10.7,
  "spin_multiplicity": 1,
  "e_homo_ev": -13.36
}

***

*b*
{
  "formula": "H37O18",
  "method": "the ωB97M-V functional and the def2-TZVPD basis",
  "species": ["O", "H", "H", "O", "H", "O", "H", "H", "O", "H", "H", "O", "H", "H", "O", "H", "H", "O", "H", "H", "O", "H", "H", "O", "H", "H", "O", "H", "H", "O", "H", "H", "O", "H", "H", "O", "H", "H", "O", "H", "H", "O", "H", "H", "O", "H", "H", "O", "H", "H", "O", "H", "H", "H", "H"],
  "xyz": [[-1.22, 2.47, -1.16], [-1.28, 3.29, -1.61], [-1.49, 1.74, -1.72], [0.28, -2.80, -0.26], [0.79, -2.04, -0.63], [1.05, 2.22, -3.72], [1.42, 1.99, -2.89], [1.05, 1.31, -4.15], [0.65, -0.62, -4.29], [-0.25, -0.32, -4.11], [0.74, -0.52, -5.18], [2.21, 2.63, 1.04], [2.38, 1.60, 1.25], [1.43, 2.87, 1.47], [-1.09, 2.36, 1.37], [-1.89, 2.68, 1.61], [-0.99, 2.36, 0.38], [-1.07, -0.15, -1.67], [-1.86, -0.48, -1.24], [-1.28, -0.35, -2.60], [-0.84, -0.20, 2.15], [-0.99, 0.75, 2.17], [0.09, -0.19, 2.21], [1.94, -3.35, 1.70], [1.70, -4.22, 1.56], [1.75, -3.13, 2.66], [1.74, 1.61, -1.32], [2.00, 2.34, -0.70], [0.79, 1.57, -1.33], [-1.85, 0.43, -4.91], [-1.43, 1.35, -5.02], [-2.67, 0.38, -5.32], [-1.53, 3.06, -4.38], [-1.55, 3.69, -4.99], [-0.67, 3.19, -3.92], [1.73, -0.35, 1.57], [1.93, -0.29, 0.71], [1.88, -1.24, 1.64], [-1.10, 0.13, 5.28], [-1.24, 0.43, 6.15], [-1.60, -0.60, 5.25], [-1.75, -3.06, 3.77], [-2.10, -2.43, 4.37], [-2.27, -3.85, 3.74], [-1.82, -2.05, 0.94], [-1.72, -0.97, 1.26], [-1.91, -2.49, 1.88], [2.56, -0.66, -0.67], [3.48, -0.64, -0.72], [2.34, 0.05, -1.21], [1.07, -1.55, 3.94], [1.98, -1.35, 4.15], [0.52, -1.20, 4.54], [-0.83, -2.38, 0.45], [0.82, -3.00, 0.53]],
  "mulliken_charge": [-0.594, 0.222, 0.327, -0.673, 0.338, -0.769, 0.502, 0.346, -0.611, 0.242, 0.291, -0.756, 0.326, 0.300, -0.670, 0.233, 0.464, -0.410, 0.275, 0.204, -0.394, 0.408, 0.330, -0.734, 0.316, 0.336, -0.825, 0.401, 0.365, -0.679, 0.396, 0.267, -0.595, 0.251, 0.356, -0.686, 0.678, 0.104, -0.475, 0.257, 0.231, -0.584, 0.257, 0.293, -0.602, 0.484, 0.430, -0.629, 0.267, 0.278, -0.530, 0.296, 0.186, 0.463, 0.498],
  "e_lumo_ha": -0.095,
  "total_charge": 1,
  "homo_lumo_gap_ev": 10.8,
  "spin_multiplicity": 1,
  "e_homo_ev": -13.40
}

***

*c*
{
  "formula": "H37O18",
  "method": "the ωB97M-V functional and the def2-TZVPD basis",
  "species": ["O", "H", "H", "O", "H", "O", "H", "H", "O", "H", "H", "O", "H", "H", "O", "H", "H", "O", "H", "H", "O", "H", "H", "O", "H", "H", "O", "H", "H", "O", "H", "H", "O", "H", "H", "O", "H", "H", "O", "H", "H", "O", "H", "H", "O", "H", "H", "O", "H", "H", "O", "H", "H", "H", "H"],
  "xyz": [[2.37, -4.07, -4.24], [3.53, 1.65, 2.05], [1.80, -3.76, -3.53], [1.42, 3.41, 2.81], [-4.66, -3.92, -1.61], [-1.65, 0.34, -3.98], [-2.54, -0.04, -4.02], [3.48, 4.29, -0.93], [2.49, -4.42, 1.86], [1.69, 2.58, 3.20], [3.07, -3.70, 2.16], [-0.67, -1.95, -0.48], [-0.67, -0.85, -0.70], [-0.60, -1.88, 0.53], [-4.23, -3.21, -1.15], [-3.63, -2.81, -1.81], [3.46, 2.63, -1.03], [-2.71, 2.58, -4.74], [-1.38, 0.74, 1.54], [-0.98, 0.56, -2.25], [1.91, 2.31, -3.58], [2.78, 2.15, -3.25], [1.50, 3.01, -3.03], [-1.82, -0.22, 3.45], [-2.35, -0.59, 4.17], [-3.61, -2.17, 0.06], [3.31, 3.51, -1.46], [-1.76, 2.82, -4.70], [3.17, -4.92, 1.39], [0.13, -2.06, 1.92], [-0.28, -1.21, 2.09], [-0.37, -2.86, 2.10], [4.50, -3.52, 0.05], [5.27, -3.23, 0.55], [4.88, -4.06, -0.66], [3.57, 1.42, 1.12], [-1.96, 0.74, 3.63], [4.49, 1.42, 0.83], [-3.68, 3.47, 1.58], [-4.57, 3.09, 1.64], [-3.88, 4.11, 2.30], [-1.13, 2.16, 5.14], [-0.24, 2.05, 4.68], [-1.48, 2.78, 4.45], [-3.14, -1.78, 0.79], [2.86, -3.37, -4.66], [0.29, -2.13, -0.65], [-0.82, 0.35, -1.32], [-1.25, 0.41, -4.87], [-0.17, 0.97, -0.99], [-0.46, 0.55, 1.11], [1.36, 4.00, 3.57], [0.13, 1.14, 1.61], [-3.19, 3.33, -4.35], [-3.61, -1.86, 1.63]],
  "mulliken_charge": [-0.620, 0.281, 0.300, -0.603, 0.301, -0.632, 0.265, 0.280, -0.589, 0.270, 0.285, -0.482, 0.470, 0.416, -0.661, 0.299, 0.338, -0.583, 0.329, 0.330, -0.601, 0.294, 0.312, -0.481, 0.245, 0.361, -0.627, 0.307, 0.315, -0.665, 0.330, 0.342, -0.642, 0.326, 0.320, -0.562, 0.274, 0.296, -0.629, 0.320, 0.321, -0.645, 0.315, 0.334, -0.564, 0.321, 0.469, -0.572, 0.299, 0.384, -0.635, 0.323, 0.243, 0.301, 0.275],
  "e_lumo_ha": -0.100,
  "total_charge": 1,
  "homo_lumo_gap_ev": 10.3,
  "spin_multiplicity": 1,
  "e_homo_ev": -13.03
}

***

Each structure's energy above the most stable one, in kcal/mol: *a* 132.9; *b* 0.0; *c* 16.8.